[1]
Here is a 3-piece molecular cluster, C4H13NO2 overall in a non-equilibrium geometry from the OMol25 dataset. Energies are from the ωB97M-V functional and the def2-TZVPD basis.

```
20
Properties=species:S:1:pos:R:3:forces:R:3
C -2.2830 -0.7394 1.2051 0.76 -1.15 -0.16
C -1.3357 0.4109 1.3453 -1.29 0.84 0.08
C -0.3602 0.7006 0.4882 -0.52 -0.71 -0.45
N 0.4422 1.8093 0.5402 -0.43 -0.11 0.08
C 1.5437 2.0000 -0.3497 0.74 0.16 -0.10
H -2.0978 -1.4800 1.9904 -0.20 0.07 0.21
H -2.0825 -1.3143 0.2907 -0.08 0.28 -0.04
H -3.3442 -0.5051 1.2378 -0.02 0.34 -0.02
H -1.6924 1.1891 2.0308 0.55 -0.23 0.21
H -0.2372 0.0238 -0.3592 0.42 0.14 0.10
H 0.3344 2.3114 1.4037 0.46 0.39 -0.16
H 2.5191 1.9868 0.1572 -0.06 -0.16 0.03
H 1.5346 2.9281 -0.9131 -0.33 0.39 0.05
H 1.5472 1.2199 -1.1070 -0.09 -0.10 0.08
O -0.3276 -2.1204 -2.0815 -0.76 -0.43 -0.51
H -1.1899 -2.2848 -2.5092 0.47 0.26 0.34
H 0.1856 -2.8842 -2.3732 0.17 0.20 0.15
O 2.1880 -1.0475 -0.7491 0.47 -0.05 1.22
H 2.4511 -1.8128 -0.2165 -0.11 -0.26 -0.55
H 2.2046 -0.3915 -0.0307 -0.17 0.13 -0.57
```
Positions in Å, forces in eV/Å.

Output
Gap between HOMO and LUMO in eV: 8.0
Energy relative to the best compared isomer or geometry (same formula, charge and spin) in kJ/mol: 140.0
Structure (SMILES): C/C=C/NC.O.O
LUMO energy in eV: 0.74
Highest occupied orbital energy in eV: -7.24

[2]
Here is C30H33As2CrN7O as an isolated structure from the OMol25 dataset. Energies are from the ωB97M-V functional and the def2-TZVPD basis.

```
74
Properties=species:S:1:pos:R:3:forces:R:3
Cr 0.1826 -0.1314 0.3693 -0.10 0.36 -0.04
N 1.3425 2.1466 -3.1329 -0.02 0.04 -0.04
C 1.3014 1.2176 -2.1898 -0.04 -0.04 0.02
N 0.4599 1.2141 -1.1920 0.01 -0.16 0.04
C -0.5011 2.2698 -1.0913 0.00 0.00 -0.01
N -1.3279 2.2596 -0.1213 0.05 -0.08 -0.16
N -1.0347 1.3011 0.8364 -0.04 0.12 0.49
C -2.1280 0.3439 1.0648 0.17 0.03 -0.21
C -1.7266 -0.3245 2.3648 0.02 0.00 -0.02
C -2.4510 -0.4173 3.5313 -0.02 -0.03 0.00
C -1.8622 -1.0421 4.6232 -0.01 0.00 0.00
C -0.5788 -1.5521 4.5083 0.00 -0.02 0.01
C 0.0861 -1.4117 3.3048 -0.02 -0.06 -0.05
N -0.4748 -0.8085 2.2560 -0.03 0.06 -0.01
C -0.4831 3.3196 -2.1138 0.00 -0.05 0.01
C -1.3616 4.4006 -2.0901 -0.02 0.02 0.00
C -1.3064 5.3587 -3.0839 0.00 -0.01 0.01
C -0.3690 5.2562 -4.1097 0.00 -0.01 0.01
C 0.5182 4.1967 -4.1428 -0.01 0.03 -0.02
C 0.4501 3.2398 -3.1418 0.04 -0.04 0.01
H 2.0274 2.0685 -3.8690 0.00 0.00 0.00
H 2.0291 0.4161 -2.2701 0.01 0.01 0.02
H -3.6177 1.2900 -0.0839 -0.02 0.05 0.02
H -3.4507 -0.0130 3.5948 0.00 0.00 0.01
H -2.4041 -1.1325 5.5549 0.00 0.00 0.00
H -0.0961 -2.0502 5.3365 0.00 0.00 0.00
H 1.0874 -1.7982 3.1678 0.01 0.02 0.01
H -2.0763 4.4729 -1.2824 0.00 0.00 0.00
H -1.9902 6.1956 -3.0628 0.00 0.00 0.00
H -0.3285 6.0099 -4.8838 0.00 0.00 0.00
H 1.2532 4.1147 -4.9339 0.00 -0.01 0.00
C 3.0646 2.2957 0.9177 -0.05 0.03 -0.01
As 2.5328 0.4483 1.1321 0.21 0.04 -0.02
C 3.3141 0.0207 2.8554 -0.05 0.00 0.01
C 3.7065 -0.5447 -0.0587 -0.01 0.01 0.03
C 5.0455 -0.1823 -0.1851 -0.02 0.00 0.00
C 5.9069 -0.9385 -0.9648 0.00 -0.01 -0.01
C 5.4386 -2.0714 -1.6168 0.00 0.01 0.00
C 4.1067 -2.4380 -1.4995 0.00 0.02 0.01
C 3.2306 -1.6783 -0.7266 -0.01 -0.02 -0.04
As 1.3520 -2.1704 -0.5996 0.39 -0.26 -0.07
C 1.3936 -3.8341 0.3965 -0.01 0.02 0.01
C 0.9756 -2.7967 -2.3984 -0.03 0.01 0.02
H 4.0989 2.4300 1.2275 0.00 0.01 -0.01
H 2.4189 2.9103 1.5436 0.01 0.00 0.00
H 2.9474 2.6037 -0.1194 0.00 -0.01 0.00
H 4.3359 0.3967 2.8611 0.01 -0.02 0.03
H 3.3347 -1.0577 2.9999 0.00 0.00 0.00
H 2.7480 0.4916 3.6574 -0.01 0.01 -0.01
H 5.4266 0.6926 0.3280 0.01 0.00 0.00
H 6.9447 -0.6483 -1.0586 0.00 0.00 0.00
H 6.1114 -2.6692 -2.2167 0.00 0.00 0.00
H 3.7573 -3.3240 -2.0155 0.00 0.00 -0.01
H 1.9641 -4.5716 -0.1652 0.01 -0.01 0.03
H 0.3791 -4.1969 0.5542 0.00 0.00 -0.02
H 1.8700 -3.6697 1.3613 0.00 0.00 0.00
H 1.5308 -3.7145 -2.5820 0.00 0.01 -0.04
H 1.2695 -2.0430 -3.1263 -0.01 0.01 0.00
H -0.0868 -3.0039 -2.5102 0.00 -0.01 0.02
N -7.1455 -1.6397 0.9830 0.01 0.05 0.13
C -5.9058 -2.1732 1.0191 -0.03 -0.08 -0.31
O -5.6576 -3.3188 1.3264 0.00 -0.01 0.05
C -4.7641 -1.2606 0.6168 0.02 0.03 0.13
C -3.8803 -1.8181 -0.3341 -0.03 -0.06 0.03
C -2.5311 -1.4781 -0.6059 0.03 0.10 0.01
N -1.7528 -0.6500 0.0125 -0.42 -0.10 -0.06
C -3.5239 0.9195 0.9413 -0.02 -0.03 0.07
C -4.6200 -0.0541 1.2265 0.04 0.06 -0.07
H -7.9277 -2.2277 1.2236 0.01 -0.01 0.01
H -7.3256 -0.7294 0.6002 0.00 -0.01 -0.01
H -4.2341 -2.6980 -0.8572 0.01 -0.01 0.02
H -2.0508 -2.0506 -1.3957 -0.03 -0.03 0.00
H -3.5899 1.7924 1.5901 0.00 0.00 0.01
H -5.3775 0.2398 1.9449 -0.01 0.02 -0.02
```
Positions in Å, forces in eV/Å.

Output
Gap between HOMO and LUMO (spin up / spin down) in eV: 7.8 / 5.9
Charge: +2
Energy relative to the best compared isomer or geometry (same formula, charge and spin) in kJ/mol: 179.3
Spin multiplicity: 5
LUMO energy (spin up / spin down) in eV: -4.91 / -6.98
Highest occupied orbital energy (spin up / spin down) in eV: -12.67 / -12.92

[3]
Here is one molecule with the formula C2H2N2OS2 in a non-equilibrium geometry from the OMol25 dataset. Energies are from the ωB97M-V functional and the def2-TZVPD basis.

```
9
Properties=species:S:1:pos:R:3:forces:R:3
S 0.4538 1.6177 1.5625 1.31 -0.45 -3.05
C 0.0335 0.0439 0.8505 -0.48 0.04 0.92
N -0.1984 -0.9620 1.6548 0.15 0.45 -1.13
O -0.4727 -2.0052 0.8165 -0.14 -1.06 1.09
N -0.4152 -1.6747 -0.4647 -0.49 -0.20 -0.20
C -0.1696 -0.4127 -0.5083 0.89 0.95 -0.67
S 0.1961 0.2438 -2.1325 -1.10 1.41 0.74
H 1.2759 1.8036 0.3595 -1.19 0.24 2.09
H -0.7034 1.3455 -2.1383 1.05 -1.38 0.21
```
Positions in Å, forces in eV/Å.

Output
Gap between HOMO and LUMO in eV: 10.2
Energy relative to the best compared isomer or geometry (same formula, charge and spin) in kJ/mol: 213.4
Structure (SMILES): Sc1nonc1S
LUMO energy in eV: 0.33
Highest occupied orbital energy in eV: -9.83